Record 1
DFT (ωB97M-V with the def2-TZVPD basis set) results for the ion C5H8NO2 with charge -1 at a distorted geometry.

```
16
Properties=species:S:1:pos:R:3:forces:R:3:mulliken_charge:R:1
O 0.768 0.852 -2.818 -0.158 -0.163 0.239 -0.75
C -0.224 0.418 -2.172 0.437 -0.034 -0.726 0.44
O -0.923 -0.583 -2.447 -0.140 -0.126 0.411 -0.74
C -0.622 1.290 -0.954 -1.141 -0.736 -0.804 -0.57
C -0.538 0.581 0.411 1.970 -0.441 -2.005 -0.54
C 0.861 -0.192 0.405 -1.766 1.398 0.151 -0.60
C 0.424 -1.738 2.094 0.522 0.997 0.654 -0.30
N 1.028 -0.673 1.753 0.350 -0.833 -0.401 -0.53
H -1.689 1.508 -1.173 0.526 0.469 0.280 0.33
H 0.043 2.141 -1.110 -0.308 0.270 0.790 0.28
H -0.585 1.362 1.160 -0.072 -0.350 0.668 0.31
H -1.254 -0.234 0.500 -0.491 0.464 0.170 0.34
H 0.811 -0.945 -0.381 -0.122 -0.318 0.179 0.33
H 1.592 0.544 0.069 0.406 -0.174 0.527 0.43
H 0.579 -1.969 3.138 -0.264 -0.563 0.282 0.27
H -0.270 -2.362 1.523 0.252 0.141 -0.414 0.31
```
Forces are in eV/Å.

As for the charge: -1. Its SMILES is C=NCCCC(=O)[O-]. As for the total energy: -10900.246 eV. The multiplicity is 1. The LUMO energy comes out at 0.13730 Ha. The HOMO-LUMO gap comes out at 7.7000 eV. The HOMO energy is -4.0 eV.

=====

Record 2
DFT (ωB97M-V with the def2-TZVPD basis set) results for a cluster of 2 separate species, C5H16N2S in total at a distorted geometry.

```
24
Properties=species:S:1:pos:R:3:forces:R:3:mulliken_charge:R:1
C -2.750 1.004 2.345 -0.149 -0.331 0.096 -1.20
C -2.021 -0.168 1.697 -0.521 0.188 -0.369 -0.14
C -0.669 -0.472 2.313 0.068 -0.937 -0.887 -0.61
S 0.601 0.753 2.024 0.514 0.942 -0.075 -0.31
H -2.977 0.736 3.384 0.083 0.413 -0.036 0.31
H -3.699 1.203 1.840 0.039 -0.050 0.044 0.35
H -2.146 1.916 2.279 -0.073 -0.226 0.263 0.31
H -2.616 -1.089 1.722 -0.149 0.126 0.285 0.34
H -1.961 0.059 0.629 0.468 -0.073 -0.006 0.06
H -0.282 -1.402 1.869 -0.256 0.046 0.226 0.30
H -0.764 -0.658 3.378 0.038 0.156 0.186 0.38
C 1.587 -0.557 -2.704 0.181 -0.734 0.750 -0.53
N 2.902 -1.075 -3.101 -0.249 0.487 0.004 -0.64
C 1.540 0.026 -1.290 0.438 0.913 -0.082 -0.62
N 0.211 0.552 -0.945 -0.045 -0.341 -1.105 -0.54
H 0.883 -1.409 -2.712 0.070 0.362 -0.319 0.39
H 1.244 0.218 -3.394 0.079 -0.252 -0.161 0.31
H 3.567 -0.310 -3.064 0.099 -0.109 -0.096 0.26
H 3.224 -1.762 -2.428 -0.068 -0.022 -0.032 0.25
H 2.238 0.873 -1.220 -0.010 -0.177 -0.054 0.32
H 1.883 -0.674 -0.514 -0.311 -0.078 -0.251 0.31
H 0.425 0.812 0.599 -0.142 -0.269 1.416 0.21
H 0.052 1.481 -1.325 0.145 -0.128 -0.099 0.25
H -0.474 -0.059 -1.382 -0.249 0.094 0.304 0.24
```
Forces are in eV/Å.

As for the charge: 0. Its SMILES is CCCS.NCCN. As for the total energy: -19259.400 eV. The multiplicity is 1. The LUMO energy comes out at 0.02700 Ha. The HOMO-LUMO gap comes out at 8.7390 eV. The HOMO energy is -8.0 eV.

=====

Record 3
DFT (ωB97M-V with the def2-TZVPD basis set) results for a structure of composition C35H44BrO4SeV at a distorted geometry.

```
86
Properties=species:S:1:pos:R:3:forces:R:3:mulliken_charge:R:1
V -0.299 -1.726 1.810 0.605 0.511 1.589 1.19
C -3.523 3.157 -3.212 -0.009 -0.016 0.024 -1.67
C -3.493 3.461 -1.708 -0.095 0.050 -0.004 2.05
C -2.581 4.670 -1.487 -0.019 -0.049 0.024 -1.94
C -4.910 3.845 -1.245 0.103 -0.005 -0.040 -1.68
C -3.031 2.236 -0.922 0.068 0.070 0.074 -0.56
C -1.975 2.272 -0.023 -0.124 -0.051 -0.080 0.11
C -1.623 1.131 0.675 0.126 -0.213 0.256 -1.20
Se -0.162 1.126 1.933 0.024 0.219 -0.425 -0.07
C 1.271 0.773 0.679 0.008 0.000 0.252 -0.25
C 1.596 1.715 -0.276 0.027 -0.111 -0.005 -0.16
C 2.620 1.462 -1.180 -0.068 0.087 0.071 -0.56
C 3.314 0.266 -1.014 0.020 0.058 -0.049 -0.36
C 3.034 -0.696 -0.049 -0.026 -0.217 0.155 -0.18
C 1.937 -0.471 0.824 -0.011 0.723 -0.332 1.18
O 1.487 -1.292 1.736 2.581 0.167 -0.241 -0.94
C 3.918 -1.955 -0.042 -0.033 -0.058 -0.016 2.45
C 3.701 -2.722 -1.357 0.007 0.030 0.073 -1.68
C 5.393 -1.532 0.068 -0.031 -0.024 -0.013 -1.85
C 3.638 -2.925 1.111 0.002 0.052 0.013 -2.39
C 2.997 2.433 -2.295 0.073 -0.005 -0.058 2.03
C 2.077 3.656 -2.331 0.055 -0.092 0.009 -2.18
C 4.439 2.919 -2.092 -0.060 -0.006 -0.028 -1.74
C 2.889 1.722 -3.653 0.007 0.043 0.035 -1.72
C -2.301 -0.101 0.539 0.075 0.883 -0.148 1.22
O -1.876 -1.113 1.239 -3.412 0.549 -1.491 -0.43
C -3.408 -0.133 -0.355 0.127 -0.270 0.179 -0.76
C -3.717 1.023 -1.050 -0.022 0.142 -0.125 0.04
C -4.215 -1.422 -0.518 0.003 -0.033 -0.004 2.40
C -5.373 -1.252 -1.503 0.026 -0.013 0.052 -2.35
C -4.799 -1.821 0.846 0.072 0.000 -0.011 -1.67
C -3.313 -2.548 -1.051 -0.051 0.048 0.042 -1.57
H -3.801 4.056 -3.770 -0.019 -0.021 -0.026 0.49
H -4.247 2.375 -3.447 0.021 -0.001 -0.011 0.31
H -2.543 2.823 -3.560 0.005 0.013 0.011 0.32
H -2.952 5.519 -2.065 0.000 -0.006 -0.010 0.45
H -1.557 4.465 -1.807 0.002 -0.006 0.017 0.21
H -2.564 4.965 -0.437 0.033 0.012 -0.002 0.39
H -5.281 4.710 -1.802 0.005 -0.009 0.005 0.45
H -4.898 4.091 -0.181 -0.039 0.007 -0.002 0.36
H -5.603 3.016 -1.391 -0.031 0.010 0.003 0.32
H -1.412 3.179 0.152 0.002 0.016 -0.005 0.48
H 1.022 2.630 -0.306 0.020 0.027 -0.045 0.31
H 4.135 0.063 -1.694 -0.018 -0.007 0.008 0.17
H 3.916 -2.096 -2.225 0.001 -0.015 -0.015 0.33
H 2.664 -3.055 -1.424 0.006 -0.023 -0.030 0.32
H 4.351 -3.600 -1.394 -0.012 -0.004 -0.005 0.45
H 5.742 -1.013 -0.827 0.005 0.018 0.027 0.35
H 6.023 -2.413 0.212 0.007 0.002 -0.034 0.46
H 5.531 -0.867 0.923 0.033 -0.013 0.005 0.38
H 2.619 -3.300 1.088 -0.034 -0.007 0.033 0.35
H 3.805 -2.445 2.077 -0.066 -0.027 0.021 0.49
H 4.315 -3.782 1.029 0.047 0.044 -0.028 0.51
H 2.144 4.231 -1.406 -0.038 0.012 -0.004 0.36
H 1.037 3.361 -2.487 -0.012 0.029 0.023 0.39
H 2.372 4.308 -3.157 -0.002 0.012 0.008 0.49
H 4.527 3.455 -1.144 0.022 0.004 -0.004 0.34
H 4.737 3.591 -2.902 0.006 0.000 0.014 0.45
H 5.137 2.080 -2.069 0.015 0.009 -0.004 0.33
H 1.879 1.332 -3.797 0.008 -0.012 -0.013 0.34
H 3.588 0.887 -3.721 -0.023 -0.008 -0.010 0.33
H 3.111 2.420 -4.465 0.020 -0.022 -0.010 0.49
H -4.544 0.995 -1.748 0.001 -0.030 0.052 0.32
H -6.061 -0.464 -1.186 -0.016 -0.010 -0.022 0.39
H -5.936 -2.186 -1.560 0.008 -0.010 0.001 0.47
H -5.009 -1.020 -2.507 -0.043 0.026 -0.010 0.39
H -5.437 -1.022 1.234 -0.035 -0.020 -0.012 0.32
H -4.002 -2.003 1.564 -0.016 -0.010 0.011 0.21
H -5.396 -2.733 0.753 -0.013 0.010 -0.017 0.47
H -2.939 -2.292 -2.045 0.018 -0.008 -0.001 0.30
H -3.883 -3.478 -1.127 -0.007 0.005 -0.017 0.45
H -2.465 -2.721 -0.393 0.030 -0.013 0.016 0.18
Br -1.871 -2.379 4.390 0.112 -0.102 0.325 -0.19
C -0.067 -2.713 4.946 -0.196 0.002 -0.374 0.69
C 0.309 -2.233 6.189 0.062 0.082 0.122 -0.69
C 1.605 -2.435 6.636 -0.058 0.010 -0.076 -0.45
C 2.509 -3.115 5.832 0.067 0.012 0.077 -0.77
C 2.111 -3.604 4.603 -0.080 0.051 -0.148 -0.63
C 0.813 -3.410 4.122 -0.091 -0.208 0.315 0.56
C 0.419 -4.179 2.859 0.040 -0.540 0.009 0.46
O 0.808 -5.337 2.804 -0.011 0.148 -0.001 -0.70
O -0.282 -3.588 1.958 0.239 -1.874 0.113 -0.57
H -0.407 -1.706 6.804 -0.025 -0.007 -0.039 0.41
H 1.900 -2.063 7.609 0.008 0.003 -0.002 0.37
H 3.520 -3.287 6.181 0.009 0.026 -0.041 0.37
H 2.794 -4.166 3.980 -0.014 -0.047 0.023 0.46
```
Forces are in eV/Å.

As for the charge: -1. As for the expectation value of S²: 3.758. As for the total energy: -206280.290 eV. The multiplicity is 4. The LUMO energy (spin up / spin down) comes out at 0.08864 / 0.08847 Ha. The HOMO-LUMO gap (spin up / spin down) comes out at 5.4162 / 7.4310 eV. The HOMO energy (spin up / spin down) is -3.0 / -5.0 eV.

=====

Record 4
DFT (ωB97M-V with the def2-TZVPD basis set) results for an isolated molecule of C4H5NO.

```
11
Properties=species:S:1:pos:R:3:forces:R:3:mulliken_charge:R:1
N -1.275 1.107 0.255 -0.101 0.004 0.012 -0.35
C -1.361 -0.229 0.502 -0.088 -0.009 0.053 0.52
O -2.404 -0.791 0.785 0.292 0.196 -0.047 -0.61
C -0.077 -0.993 0.406 0.163 -0.002 -0.077 -0.34
C 1.027 -0.492 -0.085 -0.041 -0.043 -0.203 0.16
C 2.041 -0.025 -0.758 -0.146 -0.126 0.052 -0.64
H -2.125 1.646 0.276 0.092 -0.078 -0.031 0.22
H -0.418 1.542 -0.047 -0.124 -0.117 0.072 0.19
H -0.130 -2.038 0.695 -0.007 0.148 0.102 0.34
H 2.024 -0.214 -1.827 0.157 0.149 -0.006 0.24
H 2.893 0.500 -0.336 -0.195 -0.121 0.072 0.27
```
Forces are in eV/Å.

As for the charge: 0. Its SMILES is C=C=CC(N)=O. As for the total energy: -7765.448 eV. The multiplicity is 1. The LUMO energy comes out at 0.02833 Ha. The HOMO-LUMO gap comes out at 10.6075 eV. The HOMO energy is -9.8 eV.

=====

Record 5
DFT (ωB97M-V with the def2-TZVPD basis set) results for a structure of composition C26H33BF4IrN4OS.

```
71
Properties=species:S:1:pos:R:3:forces:R:3:mulliken_charge:R:1
Ir 0.553 -0.387 0.264 0.125 -0.076 0.436 4.24
C 0.308 -3.410 1.127 0.031 -0.026 -0.010 -0.69
C 1.640 -3.071 1.778 -0.021 -0.031 -0.015 -0.93
N 2.180 -1.812 1.228 0.008 0.079 -0.126 -0.43
C 2.947 -1.006 2.192 0.007 -0.002 0.043 -0.59
C 2.080 -0.504 3.347 0.009 0.003 -0.014 -0.79
S 0.401 0.022 2.877 -0.041 -0.032 -0.071 0.10
C -0.625 -1.369 3.447 -0.032 0.006 -0.004 -0.96
C -1.404 -1.993 2.300 -0.011 -0.026 0.039 -0.72
N -0.587 -2.245 1.094 -0.071 0.059 -0.156 0.41
H 0.479 -3.723 0.095 -0.001 0.010 0.001 0.23
H -0.158 -4.248 1.653 0.010 0.003 -0.022 0.52
H 1.523 -2.954 2.852 0.001 0.006 0.001 0.30
H 2.345 -3.891 1.627 -0.009 0.006 0.015 0.48
H 2.766 -2.013 0.423 0.042 -0.038 0.049 0.38
H 3.785 -1.576 2.606 -0.015 0.009 -0.014 0.60
H 3.356 -0.155 1.649 -0.002 0.001 0.002 0.00
H 1.974 -1.244 4.138 0.007 0.004 0.006 0.54
H 2.557 0.367 3.793 0.000 -0.011 0.000 0.53
H 0.007 -2.080 3.974 -0.003 0.003 0.003 0.47
H -1.333 -0.960 4.167 0.011 0.007 -0.009 0.68
H -1.859 -2.929 2.639 0.027 0.010 -0.005 0.67
H -2.206 -1.323 2.001 -0.011 0.024 -0.008 0.12
H -1.263 -2.358 0.338 -0.039 -0.050 -0.022 -0.62
C -1.113 -2.473 -2.250 -0.049 -0.017 -0.022 -1.29
N -0.057 -1.512 -1.877 0.003 0.016 -0.090 -0.22
C 0.657 -1.058 -2.843 -0.011 -0.024 0.021 -0.11
C 1.785 -0.228 -2.556 0.092 -0.014 0.032 0.26
C 2.717 0.385 -3.450 0.025 0.043 0.023 -1.03
C 3.616 1.034 -2.666 -0.045 -0.048 0.006 -0.91
C 3.201 0.807 -1.298 0.010 0.043 -0.005 -0.32
N 2.118 0.045 -1.244 -0.225 -0.113 -0.136 -0.02
C -2.475 -2.147 -1.694 0.042 0.043 0.040 0.51
C -3.145 -3.082 -0.909 0.028 0.042 0.022 -0.31
C -4.407 -2.795 -0.404 -0.008 0.039 -0.018 -0.67
C -5.003 -1.575 -0.689 0.016 -0.027 -0.011 -0.63
C -4.347 -0.649 -1.491 0.020 -0.003 0.042 -0.52
C -3.089 -0.935 -1.994 0.030 -0.038 0.046 -0.34
H -0.789 -3.448 -1.874 0.010 -0.002 0.007 0.34
H -1.148 -2.551 -3.341 0.000 -0.009 0.006 0.61
H 0.445 -1.311 -3.881 0.019 -0.010 0.000 0.45
H 2.689 0.330 -4.526 -0.003 -0.013 -0.042 0.54
H 4.474 1.611 -2.970 0.028 0.021 -0.007 0.52
H 3.669 1.192 -0.405 0.001 0.008 0.028 0.54
H -2.698 -4.052 -0.719 0.020 -0.022 0.009 0.44
H -4.930 -3.529 0.194 -0.007 -0.010 0.011 0.46
H -5.984 -1.348 -0.298 -0.012 0.005 0.009 0.43
H -4.811 0.301 -1.713 -0.014 0.025 -0.004 0.41
H -2.582 -0.204 -2.613 0.016 0.021 -0.016 0.35
C 2.090 3.731 1.818 -0.047 -0.005 0.003 -2.16
C 1.466 2.851 0.778 0.019 0.026 0.093 0.45
O 1.563 1.623 0.957 -0.025 -0.034 -0.083 -0.62
C 0.818 3.449 -0.392 -0.026 0.049 -0.039 1.35
C 0.087 2.676 -1.299 -0.013 -0.081 0.047 1.30
C -0.518 3.250 -2.397 0.002 0.016 0.012 -1.56
C -0.399 4.620 -2.611 -0.002 -0.010 0.003 -0.62
C 0.311 5.406 -1.717 0.007 -0.016 -0.005 -0.92
C 0.912 4.828 -0.612 -0.001 -0.034 -0.022 -0.95
H 2.557 3.119 2.584 0.002 -0.007 0.001 0.29
H 1.320 4.355 2.275 -0.015 0.016 -0.013 0.48
H 2.833 4.395 1.377 0.011 0.008 0.007 0.52
H -0.070 1.619 -1.115 -0.034 0.071 -0.020 0.02
H -1.110 2.647 -3.072 -0.009 -0.014 -0.006 0.47
H -0.877 5.075 -3.467 -0.010 0.006 -0.012 0.45
H 0.388 6.472 -1.874 0.005 0.017 -0.001 0.45
H 1.450 5.460 0.078 0.014 0.010 0.019 0.46
F -3.053 0.775 1.905 -0.074 -0.063 0.116 -0.32
B -2.286 1.393 0.963 -0.005 -0.020 -0.002 -0.25
F -1.545 0.180 0.267 0.125 0.026 -0.113 -0.33
F -2.945 2.008 -0.044 -0.055 0.017 -0.099 -0.23
F -1.251 2.126 1.499 0.123 0.127 0.044 -0.25
```
Forces are in eV/Å.

As for the charge: +2. As for the expectation value of S²: 8.795. As for the total energy: -60714.518 eV. The multiplicity is 6. The LUMO energy (spin up / spin down) comes out at -0.22957 / -0.32945 Ha. The HOMO-LUMO gap (spin up / spin down) comes out at 7.9644 / 5.2524 eV. The HOMO energy (spin up / spin down) is -14.2 / -14.2 eV.

=====

Record 6
DFT (ωB97M-V with the def2-TZVPD basis set) results for a cluster of 3 separate species, C7H16O2 in total at a distorted geometry.

```
25
Properties=species:S:1:pos:R:3:forces:R:3:mulliken_charge:R:1
C 0.386 -2.292 -1.495 -0.063 -2.952 -2.180 -1.32
C -0.714 -1.456 -2.102 -1.125 -0.664 -1.739 -0.19
C -0.286 -0.150 -2.771 1.279 -0.897 1.814 -0.77
C -0.200 0.791 -1.615 1.642 0.335 -0.183 -0.52
C 0.737 0.519 -0.680 0.244 -0.674 -2.896 0.02
C 0.932 1.221 0.503 -2.794 2.446 2.591 -0.19
C 1.965 1.731 1.131 0.645 -0.121 1.882 -0.92
H 0.697 -1.834 -0.647 -0.107 0.149 3.796 0.49
H 1.443 -2.353 -1.866 -1.060 0.242 -1.419 0.37
H -0.003 -3.385 -1.544 0.905 1.768 1.158 0.26
H -1.476 -1.135 -1.313 0.805 -1.023 -0.984 0.22
H -1.177 -2.135 -2.876 -0.078 0.878 0.749 0.34
H -1.040 0.223 -3.354 -1.804 0.549 -2.039 0.40
H 0.640 -0.288 -3.338 -0.130 0.179 0.053 0.30
H -0.864 1.663 -1.738 0.301 -0.428 1.141 0.38
H 1.479 -0.258 -0.960 -0.505 0.733 0.262 0.44
H -0.065 1.538 0.973 1.456 -0.331 -0.894 0.16
H 2.999 1.536 0.997 0.799 -0.241 -0.891 0.31
H 1.814 2.232 2.091 -0.245 0.134 -0.422 0.26
H -0.970 1.114 2.455 5.291 -1.995 0.122 0.25
H -2.359 0.563 2.197 0.365 -0.333 0.046 0.31
O -1.825 1.311 2.457 -6.001 2.497 0.027 -0.60
H 0.268 -1.007 3.840 -0.793 -0.306 -1.041 0.29
H -0.482 -1.774 2.629 0.474 0.925 0.889 0.31
O -0.403 -0.923 3.122 0.499 -0.872 0.158 -0.60
```
Forces are in eV/Å.

As for the charge: 0. Its SMILES is C=C/C=C/CCC.O.O. As for the total energy: -11609.940 eV. The multiplicity is 1. The LUMO energy comes out at 0.01859 Ha. The HOMO-LUMO gap comes out at 9.0600 eV. The HOMO energy is -8.6 eV.